DFT (ωB97M-V with the def2-TZVPD basis set) results for a cluster of 17 separate species, C81H190N6O23 in total in a non-equilibrium geometry.

Structure (XYZ):
```
300
Properties=species:S:1:pos:R:3:lowdin_charge:R:1
C -4.264 1.191 -5.092 -0.026
C -3.827 0.087 -4.037 -0.495
C -4.764 0.102 -2.776 -0.034
O -3.716 -1.155 -4.583 -0.034
H -3.662 1.187 -5.978 0.057
H -4.119 2.165 -4.612 0.069
H -5.291 1.081 -5.386 0.059
H -2.806 0.292 -3.624 0.111
H -5.820 0.080 -3.049 0.072
H -4.667 1.006 -2.161 0.072
H -4.515 -0.764 -2.170 0.059
H -4.631 -1.423 -4.498 0.100
C 2.932 0.218 4.926 -0.066
C 2.426 0.145 3.580 -0.534
C 3.463 0.567 2.608 -0.032
O 2.001 -1.170 3.225 -0.051
H 3.861 -0.337 5.019 0.094
H 2.178 -0.168 5.667 0.092
H 2.974 1.287 5.215 0.104
H 1.566 0.802 3.633 0.111
H 4.142 1.356 3.016 0.110
H 3.057 0.960 1.663 0.075
H 4.138 -0.249 2.380 0.055
H 1.257 -1.471 3.773 0.080
C 0.933 2.912 0.915 -0.014
C -0.013 2.771 2.176 -0.394
C 0.346 3.637 3.398 -0.032
O -1.375 3.159 1.828 -0.077
H 1.961 2.653 1.094 0.042
H 0.843 3.998 0.710 0.089
H 0.567 2.467 0.010 0.051
H -0.063 1.652 2.505 0.133
H -0.062 3.208 4.333 0.071
H -0.126 4.602 3.244 0.085
H 1.398 3.650 3.580 0.065
H -1.741 2.688 1.096 0.052
C -1.260 -8.866 3.356 -0.044
C -1.013 -8.437 1.892 -0.500
C -1.442 -7.006 1.547 -0.079
O 0.320 -8.578 1.439 -0.069
H -2.227 -8.514 3.746 0.070
H -0.483 -8.409 3.948 0.068
H -1.152 -9.984 3.306 0.093
H -1.602 -9.125 1.210 0.143
H -2.481 -6.795 1.645 0.033
H -1.185 -6.815 0.481 0.088
H -0.909 -6.239 2.159 0.090
H 0.682 -7.676 1.243 0.088
C 2.003 -4.581 1.123 -0.034
C 2.063 -3.479 0.059 -0.470
C 1.345 -3.859 -1.223 -0.026
O 1.402 -2.326 0.599 -0.081
H 0.976 -4.907 1.149 0.055
H 2.522 -4.199 2.026 0.092
H 2.584 -5.394 0.708 0.077
H 3.128 -3.232 -0.137 0.106
H 1.814 -4.548 -1.961 0.085
H 1.173 -2.886 -1.810 0.097
H 0.396 -4.351 -0.942 0.084
H 1.809 -1.953 1.417 0.079
C 2.119 -5.097 -5.346 -0.249
C 0.661 -4.796 -5.429 -0.269
O 0.370 -3.945 -6.496 -0.058
O 2.882 -3.929 -5.045 -0.066
H 2.619 -5.668 -6.137 0.120
H 2.330 -5.737 -4.433 0.132
H 0.286 -4.198 -4.589 0.110
H 0.016 -5.749 -5.434 0.144
H 1.003 -4.115 -7.190 0.083
H 2.552 -3.255 -5.604 0.043
C 0.069 -0.996 -4.758 -0.175
C -0.276 0.489 -4.676 -0.234
O -0.360 1.042 -3.407 -0.089
O -0.940 -1.807 -4.102 -0.077
H 0.959 -1.311 -4.326 0.079
H 0.136 -1.240 -5.826 0.123
H -1.292 0.580 -5.136 0.127
H 0.435 1.056 -5.268 0.107
H 0.158 0.550 -2.706 0.087
H -1.813 -1.733 -4.479 0.058
C -5.069 4.970 4.149 -0.218
C -3.540 4.779 3.895 -0.236
O -3.379 3.458 3.438 -0.124
O -5.658 3.974 4.987 -0.068
H -5.481 4.840 3.119 0.094
H -5.358 5.995 4.579 0.148
H -3.035 4.989 4.836 0.106
H -3.136 5.483 3.114 0.138
H -2.499 3.412 2.975 0.045
H -5.456 3.088 4.708 0.033
C 4.980 4.571 0.770 -0.201
C 4.380 4.063 -0.577 -0.208
O 5.434 4.205 -1.548 -0.107
O 6.220 3.886 1.110 -0.083
H 4.169 4.515 1.553 0.121
H 5.273 5.612 0.736 0.105
H 3.470 4.570 -0.839 0.085
H 4.114 2.971 -0.501 0.120
H 5.211 3.634 -2.289 0.010
H 6.793 4.017 0.356 0.061
C -3.227 3.972 -1.211 -0.189
C -1.988 4.320 -2.089 -0.204
O -1.866 3.367 -3.156 -0.080
O -3.080 2.703 -0.533 -0.112
H -4.066 3.850 -1.894 0.117
H -3.374 4.783 -0.532 0.103
H -1.047 4.338 -1.567 0.099
H -2.102 5.274 -2.585 0.103
H -1.144 2.778 -2.976 0.016
H -3.974 2.498 -0.139 0.062
C -0.610 -0.002 -0.393 -0.201
C -1.767 -0.931 -0.578 -0.255
O -2.170 -1.121 -1.878 -0.072
O 0.524 -0.431 -1.157 -0.082
H -0.297 -0.016 0.595 0.091
H -0.873 0.978 -0.764 0.102
H -2.633 -0.576 -0.053 0.099
H -1.458 -1.837 -0.078 0.111
H -1.427 -1.464 -2.469 0.083
H 0.886 -1.210 -0.756 0.015
C 3.427 0.749 -4.730 -0.037
C 4.762 0.591 -4.063 -0.521
C 5.425 -0.539 -4.777 -0.157
C 6.891 -0.762 -4.380 -0.134
C 7.629 0.597 -4.796 -0.093
C 7.022 1.809 -4.055 -0.501
N 5.570 1.809 -4.428 -0.044
O 4.914 2.922 -3.863 -0.079
C 7.354 1.683 -2.583 -0.025
C 7.559 3.140 -4.546 -0.031
C 4.625 0.251 -2.594 0.004
H 2.767 1.531 -4.306 0.088
H 2.868 -0.152 -4.771 0.059
H 3.520 1.026 -5.776 0.096
H 4.818 -1.423 -4.715 0.107
H 5.386 -0.386 -5.898 0.143
H 7.355 -1.489 -5.018 0.095
H 7.112 -1.135 -3.388 0.089
H 7.594 0.673 -5.905 0.131
H 8.619 0.601 -4.408 0.102
H 6.676 2.245 -1.945 0.075
H 7.396 0.671 -2.184 0.059
H 8.284 2.118 -2.364 0.075
H 7.159 3.990 -3.990 0.081
H 8.661 3.187 -4.431 0.095
H 7.405 3.272 -5.628 0.093
H 5.530 -0.231 -2.289 0.041
H 3.755 -0.423 -2.442 0.107
H 4.451 1.208 -2.101 0.082
H 4.338 3.267 -4.553 0.091
C -5.530 -6.538 3.350 -0.028
C -5.558 -5.644 2.119 -0.485
C -4.597 -4.439 2.262 -0.123
C -4.408 -3.704 0.919 -0.175
C -3.928 -4.679 -0.140 -0.140
C -4.989 -5.707 -0.370 -0.514
N -5.262 -6.421 0.915 -0.077
O -6.344 -7.380 0.808 -0.032
C -6.249 -5.016 -1.018 -0.024
C -4.578 -6.785 -1.361 -0.036
C -7.048 -5.032 1.980 -0.017
H -6.372 -7.192 3.273 0.069
H -5.718 -5.799 4.165 0.096
H -4.651 -7.130 3.566 0.070
H -5.012 -3.740 3.014 0.113
H -3.629 -4.661 2.647 0.096
H -3.676 -2.887 0.994 0.097
H -5.372 -3.246 0.572 0.100
H -2.976 -5.102 0.255 0.114
H -3.730 -4.202 -1.093 0.123
H -5.944 -4.651 -1.980 0.073
H -7.056 -5.834 -1.083 0.113
H -6.719 -4.183 -0.524 0.042
H -4.299 -6.199 -2.265 0.099
H -3.907 -7.525 -0.934 0.086
H -5.427 -7.271 -1.798 0.065
H -7.301 -4.688 3.006 0.083
H -7.809 -5.735 1.608 0.084
H -7.129 -4.112 1.405 0.042
H -5.873 -8.195 0.674 0.093
C -6.238 0.728 3.445 -0.015
C -6.231 0.440 1.974 -0.510
C -7.314 -0.494 1.473 -0.096
C -8.751 0.132 1.554 -0.154
C -8.789 1.387 0.703 -0.127
C -7.642 2.409 1.013 -0.470
N -6.335 1.666 1.115 -0.074
O -5.186 2.438 1.135 -0.046
C -7.545 3.436 -0.054 -0.047
C -7.911 3.154 2.378 -0.003
C -4.913 -0.201 1.658 -0.046
H -5.552 1.473 3.729 0.035
H -5.755 -0.110 3.989 0.086
H -7.250 0.895 3.892 0.102
H -7.073 -0.585 0.418 0.119
H -7.199 -1.442 1.988 0.115
H -9.093 0.500 2.471 0.072
H -9.513 -0.613 1.291 0.115
H -9.725 1.884 0.883 0.117
H -8.678 1.102 -0.322 0.109
H -7.116 2.931 -0.924 0.092
H -8.523 3.774 -0.389 0.089
H -7.008 4.312 0.312 0.087
H -8.610 3.973 2.198 0.091
H -8.402 2.449 3.036 0.062
H -7.009 3.508 2.824 0.037
H -4.838 -0.416 0.581 0.087
H -4.791 -1.134 2.134 0.055
H -4.027 0.449 1.894 0.099
H -5.014 2.973 1.904 0.069
C -1.525 -1.195 3.730 0.003
C -2.050 -1.204 5.212 -0.448
C -1.045 -1.821 6.214 -0.130
C -1.188 -1.311 7.640 -0.196
C -1.234 0.167 7.616 -0.145
C -2.427 0.738 6.845 -0.531
N -2.241 0.274 5.436 -0.057
O -3.348 0.702 4.592 -0.067
C -3.677 0.349 7.497 -0.034
C -2.340 2.280 6.762 -0.023
C -3.322 -2.040 5.349 -0.017
H -1.230 -2.179 3.527 0.068
H -0.701 -0.541 3.743 0.048
H -2.363 -0.905 3.149 0.056
H -1.055 -2.901 6.237 0.121
H 0.000 -1.611 5.993 0.098
H -0.352 -1.730 8.204 0.121
H -2.025 -1.784 8.096 0.094
H -0.269 0.594 7.295 0.127
H -1.299 0.619 8.615 0.127
H -3.837 -0.727 7.597 0.079
H -3.624 0.893 8.376 0.066
H -4.614 0.749 7.022 0.115
H -3.204 2.786 6.291 0.072
H -2.409 2.725 7.774 0.092
H -1.443 2.651 6.232 0.079
H -3.433 -2.355 6.390 0.078
H -3.268 -2.903 4.671 0.081
H -4.155 -1.469 4.996 0.060
H -3.059 1.550 4.172 0.084
C 8.555 -0.369 1.414 -0.051
C 7.435 -1.353 1.531 -0.535
C 6.320 -0.815 0.561 -0.120
C 5.294 -1.878 0.316 -0.205
C 5.863 -3.109 -0.253 -0.143
C 6.984 -3.736 0.538 -0.480
N 7.877 -2.574 0.875 -0.066
O 9.042 -3.120 1.652 -0.055
C 6.614 -4.485 1.861 -0.013
C 7.881 -4.612 -0.334 -0.046
C 7.033 -1.561 3.011 -0.013
H 9.479 -0.690 1.919 0.081
H 8.317 0.632 1.852 0.101
H 8.702 -0.212 0.272 0.113
H 5.909 0.064 1.032 0.107
H 6.819 -0.439 -0.356 0.097
H 4.597 -1.430 -0.356 0.089
H 4.726 -2.012 1.233 0.107
H 6.192 -2.970 -1.279 0.124
H 5.100 -3.856 -0.352 0.106
H 5.558 -4.389 2.099 0.070
H 6.741 -5.521 1.744 0.051
H 7.240 -4.259 2.772 0.098
H 8.662 -5.059 0.289 0.075
H 7.303 -5.523 -0.673 0.102
H 8.308 -4.013 -1.182 0.100
H 6.284 -2.303 3.190 0.052
H 6.566 -0.617 3.335 0.084
H 7.944 -1.821 3.544 0.084
H 9.773 -2.755 1.154 0.086
C 3.642 7.950 -5.827 -0.022
C 3.190 7.851 -4.376 -0.582
C 1.929 8.678 -4.250 -0.156
C 0.658 7.984 -4.714 -0.153
C 0.532 6.570 -4.056 -0.123
C 1.812 5.728 -4.150 -0.519
N 2.950 6.572 -3.724 -0.020
O 4.198 5.791 -3.995 -0.050
C 1.711 4.496 -3.250 -0.016
C 1.858 5.236 -5.583 -0.023
C 4.295 8.511 -3.554 -0.036
H 4.008 8.989 -5.854 0.093
H 2.774 7.853 -6.423 0.052
H 4.424 7.247 -6.131 0.095
H 1.851 8.910 -3.165 0.137
H 2.206 9.532 -4.826 0.106
H 0.663 7.934 -5.809 0.097
H -0.235 8.644 -4.513 0.125
H -0.359 6.044 -4.331 0.106
H 0.313 6.709 -2.977 0.120
H 2.650 3.874 -3.429 0.086
H 1.651 4.826 -2.206 0.076
H 0.807 3.924 -3.424 0.067
H 1.099 4.438 -5.711 0.104
H 1.668 5.996 -6.314 0.067
H 2.786 4.763 -5.798 0.066
H 4.143 9.583 -3.800 0.098
H 5.236 8.043 -3.812 0.082
H 4.151 8.310 -2.508 0.080
H 4.561 5.803 -3.088 0.087
```

Output
total energy: -5258.809558 Eh
highest occupied orbital energy: -0.30707 hartree
HOMO-LUMO gap: 8.77 eV
E_LUMO: 0.41 eV
total charge: 0
energy relative to the best compared isomer or geometry (same formula, charge and spin): 101.3 kJ/mol